1.
{
  "formula": "C4H18O4",
  "method": "the ωB97M-V functional and the def2-TZVPD basis",
  "species": ["O", "O", "O", "O", "C", "C", "C", "C", "H", "H", "H", "H", "H", "H", "H", "H", "H", "H", "H", "H", "H", "H", "H", "H", "H", "H"],
  "coordinates": [[1.43089, 2.65000, 2.31540], [2.37744, -0.44140, -1.67565], [-1.96988, 2.78848, -0.46265], [3.61210, 1.02853, 0.61335], [-1.00870, -1.21981, 0.65315], [-1.04179, -0.12579, -1.62892], [-1.64548, -1.22194, -0.73306], [-1.22657, -2.54475, 1.43812], [0.06220, -0.99038, 0.61048], [-1.83237, -2.39004, 2.32760], [-2.59202, 3.52040, -0.41607], [2.56312, -0.53885, -2.61269], [3.32006, 0.27303, 0.06822], [1.92255, -1.21591, -1.33529], [1.67307, 2.46900, 3.22956], [2.08976, 2.17373, 1.78820], [-0.05258, 0.22155, -1.33546], [3.60105, 1.76657, -0.00415], [-0.91092, -0.33057, -2.69941], [-1.66473, 0.76361, -1.60003], [-1.10230, 3.20234, -0.53496], [-1.70799, -3.27273, 0.79501], [-2.70889, -0.97956, -0.65936], [-0.28092, -2.97993, 1.74274], [-1.33107, -0.38468, 1.28538], [-1.57599, -2.22087, -1.16953]],
  "lumo_energy_ev": 0.5,
  "smiles": "CCCC.O.O.O.O",
  "multiplicity": 1,
  "orbital_gap_ev": 11.26,
  "homo_energy_ha": -0.39692
}

2.
{
  "formula": "C4H4N2O3",
  "method": "the ωB97M-V functional and the def2-TZVPD basis",
  "species": ["O", "O", "O", "N", "N", "C", "C", "C", "C", "H", "H", "H", "H"],
  "coordinates": [[-0.33168, -0.31660, 1.24617], [-0.44122, -1.36738, -0.74619], [-2.37976, -2.74122, -1.27756], [-3.38524, 1.24873, 1.09977], [-2.17619, -1.75902, -0.67389], [-2.74476, -0.77446, -0.14864], [0.09547, -0.61359, 0.13929], [1.34706, 0.06108, -0.35718], [-3.06253, 0.32028, 0.43306], [-4.24037, 1.41155, 1.45728], [1.73503, 0.72597, 0.41604], [1.05815, 0.75589, -1.09513], [2.14664, -0.59759, -0.47136]],
  "lumo_energy_ev": -1.1,
  "multiplicity": 1,
  "orbital_gap_ev": 8.38,
  "homo_energy_ha": -0.34984
}

3.
{
  "formula": "C10H26ClINO3P2Pm",
  "method": "the ωB97M-V functional and the def2-TZVPD basis",
  "species": ["Pm", "I", "Cl", "P", "P", "O", "O", "O", "N", "C", "C", "C", "C", "C", "C", "C", "C", "C", "C", "H", "H", "H", "H", "H", "H", "H", "H", "H", "H", "H", "H", "H", "H", "H", "H", "H", "H", "H", "H", "H", "H", "H", "H", "H", "H"],
  "coordinates": [[-1.14493, -1.55564, 2.04197], [1.19636, 2.05321, -0.67432], [-1.38549, -0.13263, -0.10069], [3.20078, 1.02317, -2.29530], [-3.71524, -1.78497, 1.24614], [0.40895, 0.06512, 2.24069], [-1.68285, 0.41323, 2.94129], [2.03673, -0.47549, -0.44293], [1.11957, 2.61839, 2.69532], [4.14783, -0.29575, -3.14571], [0.03817, 2.01108, 3.55628], [-0.44790, 0.78602, 2.87247], [1.91963, -0.20971, -1.66768], [-3.97968, -3.24194, 0.19565], [1.09506, -1.05240, -2.59735], [4.39261, 1.43486, -0.97430], [2.46100, 1.89093, -3.68961], [-4.40087, -2.21647, 2.92044], [-4.86924, -0.57366, 0.59378], [3.20724, 1.84217, -4.49574], [4.40130, 0.60565, -0.24903], [-3.77711, -2.92744, -0.84248], [3.65385, -0.60884, -4.07707], [2.00668, 2.07902, 2.83287], [5.38355, 1.51733, -1.44375], [0.91592, 2.57446, 1.64873], [-4.55384, -0.33664, -0.42990], [-4.82586, 0.33870, 1.20107], [-5.88162, -0.99813, 0.60475], [0.49320, 1.68388, 4.49155], [1.26854, -2.08923, -2.27729], [0.01988, -0.84041, -2.48512], [4.26845, -1.18532, -2.48973], [1.29659, 3.59138, 2.98343], [-3.74626, -2.93033, 3.46732], [-3.28557, -4.06123, 0.45208], [1.54247, 1.38226, -4.00509], [2.25562, 2.92432, -3.41386], [-4.50146, -1.28888, 3.51952], [4.15990, 2.36941, -0.45244], [1.37297, -0.97356, -3.66012], [-0.78289, 2.69398, 3.75136], [-5.39144, -2.67070, 2.73485], [5.13390, 0.11918, -3.38963], [-5.02448, -3.56838, 0.30758]],
  "s2": 6.009,
  "lumo_energy_ev": [-6.6, -6.5],
  "multiplicity": 5,
  "orbital_gap_ev": [5.84, 5.98],
  "homo_energy_ha": [-0.45755, -0.45759],
  "charge": 2
}

4.
{
  "formula": "C4H7NS",
  "method": "the ωB97M-V functional and the def2-TZVPD basis",
  "species": ["S", "N", "C", "C", "C", "C", "H", "H", "H", "H", "H", "H", "H"],
  "coordinates": [[0.45734, 0.66915, -3.06485], [-0.34782, -0.54021, 0.27472], [0.17402, 0.29362, -1.57552], [-0.96618, 0.34627, -0.69861], [-0.11516, -0.02438, 1.66391], [0.88979, -0.46587, -0.55033], [-1.76919, -0.30023, -1.19110], [-1.44767, 1.30877, -0.46924], [-0.96328, -0.60556, 2.41174], [1.04862, -0.44598, 2.03306], [-0.10096, 1.10502, 1.67179], [1.46310, -1.32023, -0.69872], [1.67740, -0.02036, 0.19314]],
  "lumo_energy_ev": -0.2,
  "multiplicity": 1,
  "orbital_gap_ev": 8.56,
  "homo_energy_ha": -0.32080
}

What are the E values for these records? In order: -464.1356 -489.8249 -2725.5671 -609.4163 a.u..